# 1
15
Properties=species:S:1:pos:R:3:forces:R:3:nbo_charge:R:1 method="wB97M-V/def2-TZVPD" e_homo_ev=-14.02 charge=+1 e_above_lowest_kcal_mol=53.1 homo_lumo_gap_ev=10.9
C 0.999 -0.845 0.020 1.5 2.7 -0.1 0.70
C -2.651 0.435 -0.163 -0.6 -0.1 -0.2 0.00
C 0.253 -2.030 0.058 -0.9 -1.4 0.1 -0.77
C 2.321 1.305 -0.039 1.0 1.7 -0.1 -0.46
N 1.622 0.120 -0.009 -1.7 -3.0 0.1 -0.20
N -1.498 0.702 0.251 0.9 0.1 0.3 -0.68
H -3.516 1.096 -0.129 0.1 0.1 0.1 0.17
H -2.824 -0.541 -0.602 -0.1 -0.2 -0.1 0.16
H 0.827 -2.823 0.544 0.0 0.1 0.0 0.30
H -0.006 -2.341 -0.956 0.0 0.0 0.0 0.30
H -0.667 -1.847 0.618 0.1 0.1 0.0 0.32
H 1.956 1.914 -0.868 0.0 -0.1 0.1 0.26
H 2.166 1.837 0.902 0.0 0.0 -0.1 0.26
H 3.386 1.105 -0.173 -0.1 0.0 0.0 0.26
H -1.407 1.635 0.656 -0.3 0.0 -0.1 0.35

=====

# 2
24
Properties=species:S:1:pos:R:3:forces:R:3:nbo_charge:R:1 method="wB97M-V/def2-TZVPD" e_homo_ev=-9.55 charge=0 e_above_lowest_kcal_mol=42.8 homo_lumo_gap_ev=9.4
C 1.457 1.286 1.190 -2.0 1.3 -0.8 -0.32
C 1.305 0.110 0.593 0.1 0.8 0.3 -0.57
C 2.459 -0.870 0.605 -1.9 -0.8 1.1 -0.63
C -2.055 -0.545 2.252 0.2 1.2 -0.8 -0.61
C 0.383 0.897 -2.916 -0.7 0.4 0.6 -0.62
C -1.621 -1.164 0.920 -0.7 -2.0 -0.8 -0.94
C -0.557 -0.126 -2.245 -0.4 0.4 0.5 -0.84
Si -0.391 -0.116 -0.169 -2.1 0.7 -1.3 1.80
Cl -1.895 2.223 0.203 1.6 -2.0 -0.4 -0.61
H 0.820 2.193 1.112 -0.2 -1.2 -0.1 0.23
H 2.245 1.488 1.814 2.3 0.2 1.3 0.18
H 2.865 -0.840 -0.335 0.7 -0.5 -2.8 0.22
H 2.130 -1.866 0.874 -0.1 -0.4 -0.3 0.21
H 3.336 -0.720 1.182 0.3 1.1 1.3 0.23
H -1.239 -0.172 2.818 1.3 0.4 0.3 0.21
H -2.707 0.300 2.203 -0.5 0.5 -0.6 0.23
H -2.499 -1.203 2.926 -0.9 -1.7 0.7 0.21
H -0.076 1.863 -2.720 0.4 0.3 0.0 0.22
H 1.367 0.890 -2.501 0.7 0.0 0.4 0.20
H 0.517 0.819 -3.991 -0.4 -0.4 -0.2 0.22
H -2.563 -1.416 0.210 2.1 0.5 1.7 0.25
H -1.172 -2.187 1.317 -0.5 1.8 -1.6 0.25
H -0.537 -1.049 -2.824 0.5 -0.7 0.8 0.24
H -1.572 0.204 -2.515 0.0 0.1 0.8 0.25

=====

# 3
72
Properties=species:S:1:pos:R:3:forces:R:3:mulliken_spin:R:1 method="wB97M-V/def2-TZVPD" spin_multiplicity=4 e_homo_ev="-9.57 / -9.62" charge=+1 homo_lumo_gap_ev="4.2 / 6.2"
Cr -0.032 1.799 0.606 -4.5 -1.9 4.1 3.66
C -0.684 0.295 2.730 -0.3 1.2 -0.3 -0.04
C 0.634 0.843 2.680 0.6 1.7 0.3 -0.11
C -0.876 2.609 2.535 -0.2 -0.9 0.4 -0.20
C -1.603 1.351 2.526 0.7 0.7 0.4 -0.19
C 0.521 2.287 2.712 0.1 -1.3 -0.3 -0.13
C -1.050 -1.089 3.085 -0.1 -0.6 -0.5 0.00
H -0.242 -1.765 2.823 0.0 -0.1 0.0 0.00
H -1.949 -1.369 2.539 0.0 -0.2 0.0 -0.01
H -1.264 -1.284 4.144 0.1 0.6 0.0 -0.01
C -3.076 1.178 2.576 -0.5 0.0 -0.5 0.00
H -3.404 0.518 1.760 -0.1 0.1 0.2 0.00
H -3.620 2.124 2.473 0.1 -0.2 0.0 0.00
H -3.395 0.714 3.519 0.2 0.1 -0.2 0.00
C -1.459 3.976 2.718 -0.2 0.3 -0.1 0.04
H -1.225 4.299 3.750 -0.2 0.0 -0.4 -0.01
H -2.552 3.999 2.583 0.5 -0.1 0.1 0.00
H -1.048 4.728 2.022 0.0 -0.3 0.3 -0.02
C 1.574 3.246 3.151 0.4 0.4 -0.2 -0.01
H 1.622 3.360 4.247 -0.2 -0.2 -0.3 -0.01
H 1.383 4.240 2.735 0.1 -0.1 0.1 0.00
H 2.569 2.933 2.822 -0.1 0.0 0.1 0.00
C 1.887 0.088 2.950 0.5 -0.3 0.0 0.03
H 2.075 0.023 4.033 -0.1 0.0 -0.3 -0.01
H 2.766 0.566 2.492 -0.3 -0.1 0.2 -0.01
H 1.832 -0.939 2.564 0.0 0.2 0.1 0.00
C -1.787 -4.170 -0.885 -0.1 0.0 0.0 0.00
C -1.045 -5.223 -1.222 0.6 -0.9 0.3 0.00
C 0.411 -5.365 -1.656 -0.1 0.6 -1.0 0.00
C 0.950 -4.122 -2.435 -0.9 0.8 -0.8 0.00
C 1.447 -3.108 -1.413 1.1 0.2 -1.6 0.00
C 0.862 -3.056 -0.194 -0.5 1.3 1.7 -0.01
C -0.371 -2.272 0.053 -1.9 -2.4 0.1 -0.03
C -1.431 -2.719 -0.992 0.3 1.0 -0.4 -0.01
H 0.542 -6.254 -2.305 -0.3 0.4 0.3 0.00
H 0.179 -3.750 -3.145 0.2 -0.5 0.3 0.00
H 1.062 -5.529 -0.782 -0.3 -0.1 -0.3 0.00
H -0.966 -2.517 -1.960 -0.3 -0.1 0.1 0.00
H -2.777 -4.354 -0.471 0.1 -0.2 -0.2 0.00
H -1.496 -6.210 -1.110 -0.1 0.2 0.2 0.00
H -2.329 -2.087 -0.963 0.1 -0.2 0.1 0.00
H -0.765 -2.502 1.040 0.0 -0.1 0.0 0.00
H 1.255 -3.653 0.619 1.4 1.5 1.0 0.00
H -0.220 -1.159 0.013 0.3 -0.7 -0.2 0.04
H 1.804 -4.399 -3.071 -0.1 0.1 0.3 0.00
H 2.435 -2.635 -1.606 0.4 -2.1 0.9 0.00
P 0.923 -0.398 -2.085 0.5 -1.1 -1.3 0.00
C -0.148 -0.918 -3.536 -0.4 0.5 0.1 0.01
C 2.483 -0.513 -3.119 0.1 0.2 0.3 0.00
P 1.286 2.473 -0.926 3.6 0.2 -3.9 -0.05
C 0.558 1.371 -2.237 -0.7 0.8 -0.5 0.00
C 2.917 1.677 -0.561 0.4 0.2 0.2 0.05
C 1.777 4.015 -1.784 0.0 0.3 0.2 0.01
H -1.162 -0.541 -3.397 -0.1 -0.1 0.0 0.00
H -0.207 -1.989 -3.751 0.2 0.3 0.3 0.00
H 0.269 -0.443 -4.429 -0.2 0.1 0.1 0.00
H 2.217 -0.615 -4.175 0.1 0.1 0.2 0.00
H 3.108 -1.372 -2.869 0.0 0.2 0.1 0.00
H 3.074 0.393 -2.997 0.1 -0.1 -0.1 0.00
H 2.027 3.814 -2.830 -0.2 -0.2 0.1 0.00
H 2.694 4.403 -1.328 -0.3 0.0 0.1 0.00
H 1.006 4.788 -1.746 0.0 -0.2 0.0 0.00
H -0.537 1.405 -2.080 0.5 0.2 -0.3 -0.01
H 0.736 1.679 -3.275 0.2 0.5 0.2 0.01
H 3.343 2.174 0.326 -0.1 -0.1 -0.3 -0.01
H 3.659 1.740 -1.378 -0.5 0.1 0.3 0.00
H 2.772 0.615 -0.309 0.0 0.3 -0.1 0.00
N -1.697 2.143 -0.426 0.4 0.2 0.8 -0.10
C -2.871 2.290 -0.489 -1.2 -0.3 -1.2 0.10
N -4.073 2.311 -0.884 1.1 0.0 0.4 0.03
C -5.155 2.744 -0.261 -1.3 0.6 1.0 -0.01
N -6.142 3.103 0.249 1.4 -0.5 -0.7 0.01

=====

The following E_tot values (in eV) correspond, in order, to the records above: -7265.838 -27900.669 -78047.234.